*one*
Here is C3H4FNOS as an isolated structure from the OMol25 dataset. Energies are from ωB97M-V/def2-TZVPD.

Results
Charge = 0
E_HOMO = -0.358 Eh
M = 121.14 g/mol
LUMO = 0.678 eV
Frontier orbital gap = 10.427 eV

Geometry (Å):
C 0.19970 0.85466 -0.09384
C 0.41816 -0.58935 0.39059
C -0.86033 -0.90115 -0.35646
N -1.04032 0.47543 -0.79071
O -3.48534 -0.34897 -0.36208
F 1.55763 -1.17964 -0.07462
S -2.27112 -0.04372 0.34790
H 0.07561 1.62225 0.66890
H 0.94917 1.16170 -0.82425
H 0.38868 -0.76501 1.47317
H -1.05711 -1.91122 -1.31052

---

*two*
Here is one molecule with the formula C3H4FNOS from the OMol25 dataset. Energies are from ωB97M-V/def2-TZVPD.

Results
SMILES = O=C1[C@H](F)CN1S
Charge = 0
E_HOMO = -0.361 Eh
M = 121.14 g/mol
LUMO = 0.598 eV
Frontier orbital gap = 10.418 eV

Geometry (Å):
O 1.47956 -1.55763 -0.99828
C 0.68554 -0.87708 -0.41495
C -0.70984 -1.05733 0.14635
F -1.67951 -1.36452 -0.76936
C -0.68336 0.49357 0.51132
N 0.67892 0.43556 0.00139
S 1.85379 1.64840 -0.00545
H -0.77884 -1.80523 1.03148
H -0.70177 0.68325 1.55484
H -1.43337 1.11235 -0.02045
H 1.28888 2.28866 -1.03689

---

List of relative energies, unit kcal/mol: *one* 62.0; *two* 0.0

---

*one*
Here is one molecule with the formula C6H10N2O5 from the OMol25 dataset. Energies are from ωB97M-V/def2-TZVPD.

Results
SMILES = NCC(=O)N[C@@H](CC(=O)O)C(=O)O
Charge = 0
E_HOMO = -0.353 Eh
M = 190.15 g/mol
LUMO = 0.554 eV
Frontier orbital gap = 10.149 eV

Geometry (Å):
N 3.05490 -1.21544 -0.65217
C 2.93356 -0.32500 0.45848
C 1.47953 0.24623 0.57560
O 1.07266 0.82063 1.58220
N 0.64435 -0.14877 -0.41909
C -0.69593 0.27027 -0.43519
C -1.59220 -0.54506 0.54046
C -2.92301 -0.62840 -0.02141
O -3.19555 -0.89982 -1.17506
O -3.95035 -0.68511 0.94661
C -0.80422 1.76176 -0.21315
O -1.74778 2.24512 0.35572
O 0.03415 2.43063 -0.95553
H 2.63697 -2.12778 -0.64761
H 3.96127 -1.39438 -1.01680
H 3.59070 0.54257 0.51582
H 2.95401 -0.80279 1.42205
H 1.13500 -0.55544 -1.23514
H -0.97717 0.00484 -1.48584
H -1.59768 -0.01496 1.47791
H -0.97670 -1.37417 0.71642
H -4.83917 -0.99457 0.56023
H -0.19735 3.38964 -0.89450

---

*two*
Here is one molecule with the formula C6H10N2O5 from the OMol25 dataset. Energies are from ωB97M-V/def2-TZVPD.

Results
SMILES = NCC(=O)N[C@@H](CC(=O)O)C(=O)O
Charge = 0
E_HOMO = -0.355 Eh
M = 190.15 g/mol
LUMO = 0.129 eV
Frontier orbital gap = 9.794 eV

Geometry (Å):
N 3.82516 0.08694 -0.51441
C 2.33811 0.27434 -0.27459
C 1.60112 -0.93755 0.46617
O 2.10478 -1.73539 1.32562
N 0.19062 -1.07244 0.20610
C -0.62174 0.08150 -0.34705
C -1.88174 -0.31787 -0.82411
C -2.92121 -0.47227 0.28521
O -2.70853 -0.54653 1.52305
O -4.16266 -0.95206 -0.08439
C -0.64025 1.50084 0.39889
O -1.34037 2.45225 0.14104
O 0.32963 1.53025 1.42152
H 4.08650 -0.86766 -0.85024
H 4.28164 0.12616 0.45864
H 1.95207 0.44363 -1.26681
H 2.06601 1.20563 0.56385
H -0.21132 -1.70998 0.92310
H -0.02289 0.28904 -1.25545
H -2.16163 0.39637 -1.57187
H -1.90448 -1.42828 -1.31440
H -4.26466 -0.86076 -0.97260
H 0.06584 2.51382 1.56275

---

List of relative energies, unit kcal/mol: *one* 0.0; *two* 51.9

---

*one*
Here is an isolated ion of composition C3H11N2S and charge +1 from the OMol25 dataset. Energies are from ωB97M-V/def2-TZVPD.

Results
SMILES = C[C@H](N)[C@@H]([NH3+])S
Charge = +1
E_HOMO = -0.488 Eh
M = 107.20 g/mol
LUMO = -3.830 eV
Frontier orbital gap = 9.439 eV

Geometry (Å):
C -1.36823 0.13907 -0.96579
C -0.81615 -0.31296 0.37204
N -1.46586 0.22477 1.52556
C 0.72544 -0.12048 0.33800
N 1.40940 -0.43623 -0.85463
S 1.32885 1.72394 0.62208
H -0.90946 1.01142 -1.23566
H -1.27325 -0.55349 -1.80507
H -2.39415 0.40897 -0.72672
H -0.77390 -1.41178 0.38232
H -1.81878 -0.49097 2.30426
H -1.81564 1.13219 1.59435
H 1.03444 -0.74076 1.16844
H 2.28580 0.05296 -1.03448
H 1.68022 -1.49986 -0.96400
H 0.71842 -0.16498 -1.66027
H 0.56331 1.92722 1.66173

---

*two*
Here is a 2-piece molecular cluster, C3H11N2S overall from the OMol25 dataset. Energies are from ωB97M-V/def2-TZVPD.

Results
Charge = +1
E_HOMO = -0.450 Eh
M = 107.20 g/mol
LUMO = -4.445 eV
Frontier orbital gap = 7.795 eV

Geometry (Å):
C -2.90737 1.05604 1.93272
C -1.41091 0.81471 1.64135
S -1.24248 -0.46184 0.26672
H -3.38057 0.16246 2.40025
H -3.58622 1.33285 1.12520
H -2.86456 1.90934 2.60416
H -0.81108 1.64890 1.31284
H -0.85329 0.47780 2.52267
H -2.14273 -1.23839 0.88877
N 1.37698 -1.27609 -1.81416
C 2.53478 -0.81069 -2.22515
N 3.36621 -0.18167 -1.41415
H 0.61743 -0.65897 -1.47764
H 1.00770 -2.03941 -2.37489
H 2.94758 -1.01661 -3.20332
H 4.30435 0.10566 -1.66606
H 3.04416 0.17591 -0.51928

---

*three*
Here is a 2-piece molecular cluster, C3H11N2S overall from the OMol25 dataset. Energies are from ωB97M-V/def2-TZVPD.

Results
Charge = +1
E_HOMO = -0.477 Eh
M = 107.20 g/mol
LUMO = -3.497 eV
Frontier orbital gap = 9.487 eV

Geometry (Å):
C -1.27118 0.98379 -1.21221
S -0.90890 -0.28233 0.04223
C -2.26879 0.03728 1.51569
H -1.79193 0.46473 -1.98931
H -0.49619 1.53724 -1.61865
H -1.90407 1.76572 -0.86918
H -2.16263 -0.89936 2.06391
H -1.93752 0.89283 2.08838
H -3.32156 -0.02664 1.33146
N 1.76810 0.57112 -0.57017
C 2.40394 -0.59903 -0.41771
N 2.03767 -1.56539 0.46055
H 0.91584 0.63686 0.05970
H 2.09965 1.31099 -1.21570
H 3.22800 -0.76533 -1.12152
H 2.41063 -2.51750 0.29169
H 1.19896 -1.54498 1.16084

---

List of relative energies, unit kcal/mol: *one* 29.4; *two* 0.0; *three* 10.0